1.
ORCA calculation (ωB97M-V/def2-TZVPD) on a cluster of 16 separate species, C33H92F6N15O19S2 in total.

Computed properties:
Strongest force on any atom: 3.53 eV/A
Gap between HOMO and LUMO: 9.84 eV
LUMO energy: 1.8789 eV
Energy above the lowest of the compared OMol25 structures with the same formula, charge and spin: 0.00 kcal/mol
Net charge: -1

CARTESIAN COORDINATES (ANGSTROEM)
C -2.311862 1.496409 0.463483
F -3.423971 0.850950 0.509527
F -2.344148 2.490421 -0.401669
F -2.048428 1.940574 1.692972
S -0.991021 0.285481 0.059427
O -0.604267 -0.408158 1.308749
O -1.621522 -0.583796 -0.931743
N -0.006144 1.371126 -0.591051
S 1.533698 1.617615 -0.698598
O 2.301702 0.421581 -0.432679
O 1.759245 2.467609 -1.821205
C 1.976619 2.761936 0.654256
F 1.411928 3.984785 0.289933
F 1.567819 2.433741 1.807592
F 3.267029 2.933360 0.794091
C -4.952774 2.449857 2.948251
C -5.704758 3.137535 4.181286
C -6.544098 2.179980 4.986859
O -4.757175 3.651277 5.117229
H -4.116484 1.740747 3.213643
H -4.665930 3.067209 2.116740
H -5.714033 1.818395 2.460618
H -6.222937 4.012569 3.742656
H -6.698813 2.593588 5.985105
H -6.031886 1.280023 5.101514
H -7.511029 2.019610 4.474753
H -4.153904 2.927943 5.278591
C -1.809884 3.781351 -3.154224
C -1.428290 5.182134 -2.602694
C -1.694999 5.380088 -1.087722
O -0.098827 5.547421 -2.937022
H -1.371975 2.994803 -2.587876
H -1.388328 3.746284 -4.129450
H -2.899644 3.554193 -3.148374
H -2.089740 5.898297 -3.139532
H -2.767950 5.641187 -0.848464
H -1.064888 6.304331 -0.809789
H -1.275889 4.545995 -0.527858
H 0.379464 5.279182 -2.148834
C 0.891932 -6.391748 -0.659188
C 2.078325 -5.430089 -0.668547
C 3.313566 -6.120563 -0.212293
O 2.325380 -4.984275 -2.022104
H 0.639840 -6.658035 0.399370
H 1.197685 -7.277813 -1.237266
H -0.049275 -5.946652 -1.040252
H 1.960372 -4.512536 0.009353
H 3.542332 -7.016875 -0.777796
H 3.224459 -6.433390 0.841084
H 4.204073 -5.439661 -0.273126
H 1.919569 -4.109627 -2.068453
C -1.235728 -0.623603 -5.750317
C -0.512249 -1.449716 -4.706988
C 0.862566 -0.826618 -4.312987
O -1.354917 -1.473770 -3.584867
H -1.519160 0.298976 -5.245712
H -2.182138 -0.979474 -6.055975
H -0.645702 -0.394046 -6.665055
H -0.417995 -2.487409 -5.033904
H 0.764996 0.282345 -4.210165
H 1.569009 -0.934323 -5.157945
H 1.128502 -1.314515 -3.392319
H -1.534320 -0.583235 -3.276634
C -9.933193 -0.908371 2.103595
C -9.163893 -0.286404 0.969420
C -7.775252 0.176782 1.393693
O -9.106622 -1.106402 -0.186927
H -9.618126 -1.930883 2.403076
H -10.990715 -0.911429 1.898811
H -9.888983 -0.299323 3.112350
H -9.685400 0.587709 0.638689
H -7.119180 0.363004 0.498234
H -7.326052 -0.689164 1.921810
H -7.898397 1.033080 2.069718
H -8.602068 -1.956361 0.051365
C 5.129578 9.025860 -3.005201
C 5.515235 8.636316 -4.407735
C 6.027423 9.925891 -5.141175
O 6.482615 7.546710 -4.486696
H 5.885211 9.657985 -2.528498
H 4.983062 8.184951 -2.349907
H 4.208279 9.608610 -3.032247
H 4.486455 8.237427 -4.841747
H 5.562535 10.064205 -6.131876
H 7.139263 9.879726 -5.100587
H 5.645034 10.757336 -4.584612
H 6.188583 6.805560 -3.930439
C 5.205105 -3.198741 -3.350862
C 5.826557 -4.595673 -3.562485
C 7.004586 -4.709366 -2.537385
O 4.824115 -5.568099 -3.315730
H 5.973135 -2.466487 -3.445429
H 4.719088 -3.144400 -2.387443
H 4.430342 -2.938889 -4.133768
H 6.086138 -4.786851 -4.638920
H 7.906238 -4.122368 -2.789050
H 7.395273 -5.679941 -2.290445
H 6.546385 -4.225069 -1.681998
H 3.971539 -5.228019 -2.986146
C 4.685684 2.954627 -3.779100
C 4.840268 3.994700 -2.608684
C 5.534515 3.245364 -1.499409
O 5.736404 4.989950 -3.216139
H 3.901414 2.186092 -3.634531
H 5.573969 2.413922 -3.813670
H 4.427537 3.597106 -4.620319
H 3.952447 4.565688 -2.337615
H 6.509553 2.939464 -1.818325
H 4.989280 2.303657 -1.344453
H 5.636038 3.767132 -0.568642
H 6.632854 4.695385 -2.957364
C 4.744827 -1.671885 1.474376
O 5.341225 -2.054384 2.485923
N 5.477706 -1.113638 0.433468
N 3.391662 -1.885983 1.249301
H 4.935947 -0.553524 -0.253350
H 6.240164 -0.576587 0.884056
H 2.887330 -2.419022 1.975452
H 2.877635 -1.273572 0.633661
C -1.435673 0.662007 4.917770
O -2.648823 0.552398 4.571001
N -1.044185 0.633429 6.209278
N -0.431791 0.873027 4.063028
H -0.136763 0.467222 6.583092
H -1.809351 0.527820 6.862701
H 0.509811 0.790208 4.353493
H -0.682299 0.692998 3.111587
C -3.488087 -2.558758 3.621135
O -3.915560 -3.695134 3.390528
N -3.910317 -1.865774 4.735907
N -2.422990 -2.065868 2.893786
H -4.692503 -2.343767 5.182963
H -3.688705 -0.855866 4.847364
H -2.107192 -1.126989 2.952997
H -2.395600 -2.422516 1.936926
C 0.947012 -4.563891 3.137443
O 1.604071 -4.906534 4.124880
N 0.456364 -5.411970 2.200954
N 0.569317 -3.285295 2.943084
H 0.800323 -6.348419 2.266557
H -0.004780 -5.138436 1.331723
H 0.604727 -2.681809 3.810128
H -0.350454 -3.136257 2.485655
C 2.700550 -0.964457 5.124590
O 1.867772 -0.114506 5.460861
N 2.628369 -2.276202 5.498643
N 3.783780 -0.587601 4.362132
H 3.317054 -2.888290 5.132422
H 1.819396 -2.653626 5.895091
H 3.883669 0.369383 4.050434
H 4.405849 -1.240147 3.755249
C -1.422682 -3.782893 -0.847413
O -1.386057 -4.325251 0.236373
N -2.649142 -3.745669 -1.492531
N -0.297993 -3.281078 -1.481628
H -2.788341 -3.256677 -2.355874
H -3.479528 -3.906584 -0.813796
H 0.455864 -3.191628 -0.782476
H -0.452642 -2.509562 -2.072533
C -6.217565 -3.442064 0.989762
O -7.110324 -3.012203 0.258801
N -6.431020 -4.274514 2.085016
N -4.898636 -3.227582 0.656214
H -7.454380 -4.473775 2.207952
H -5.966309 -4.058366 2.967567
H -4.770055 -2.295160 0.204513
H -4.267560 -3.487755 1.442155

Cartesian forces, eV/Å:
C 1.81 -0.20 0.74
F -2.06 -0.63 -0.25
F -0.57 0.04 0.14
F 0.07 0.79 0.13
S 0.74 -1.01 -0.41
O -0.18 1.40 -1.63
O 0.80 0.96 0.66
N -0.48 -0.70 0.63
S -0.79 -0.83 0.25
O 0.37 0.24 -0.32
O 0.60 -0.41 -0.55
C -0.53 2.05 -1.80
F 0.54 -1.02 0.67
F -1.91 -1.00 2.56
F 1.50 0.24 -0.85
C -1.25 -1.46 0.85
C 1.90 0.01 -1.22
C -1.86 1.43 -0.89
O 0.21 0.80 -0.32
H -0.82 0.99 0.13
H 0.46 0.94 0.15
H 0.10 -0.12 0.22
H -0.11 -0.47 0.62
H -0.23 0.10 -0.19
H 0.83 -1.75 0.07
H 0.29 -0.25 0.41
H 0.48 -0.25 0.12
C -0.50 0.84 0.77
C -2.10 0.22 -0.20
C 0.76 1.88 -0.35
O -0.25 -0.40 0.42
H 0.69 -0.62 0.61
H 0.02 -0.22 -1.06
H 0.60 0.56 -0.17
H 0.48 -0.23 0.21
H 1.17 -0.71 -0.19
H -1.06 -1.19 -0.20
H -0.37 -0.02 0.20
H 0.73 -0.06 -0.11
C -0.60 0.23 0.78
C -0.26 0.75 0.22
C 1.62 0.21 1.08
O -0.16 0.56 0.34
H 0.49 -0.32 -1.33
H -0.37 0.24 0.21
H 0.77 -0.30 -0.14
H -0.23 -1.16 -0.86
H -0.06 -0.09 -0.35
H -0.06 0.16 -0.26
H -0.77 -0.57 0.00
H -0.10 -0.27 -0.46
C 1.10 1.04 -0.54
C 0.32 0.95 -0.54
C -1.14 0.48 -1.59
O -0.36 -0.98 0.79
H 0.38 0.53 -0.15
H -0.92 -1.12 -0.33
H -0.23 -0.09 0.66
H 0.21 0.01 0.14
H -0.11 -0.81 0.40
H -0.02 -0.38 0.69
H 0.77 0.05 0.29
H 0.05 0.25 0.22
C -0.20 0.50 2.79
C 0.81 0.00 -0.50
C 0.46 -0.98 -0.27
O 0.54 -1.73 0.70
H 0.02 0.51 -0.52
H -0.44 -0.33 -0.33
H 0.28 -0.83 -1.94
H -0.59 0.62 -0.22
H -0.77 0.22 0.91
H 0.11 0.62 0.04
H 0.47 -0.16 -0.21
H -0.71 1.64 -0.50
C 0.47 0.46 0.66
C -1.67 -1.11 -1.02
C -0.22 -1.68 -0.02
O -0.43 1.38 0.08
H 0.12 -0.04 -0.06
H -0.21 -0.54 0.17
H -0.05 -0.03 -0.01
H 2.05 0.78 0.21
H 0.82 -0.43 0.08
H -0.82 0.31 -0.41
H 0.14 0.62 0.49
H -0.27 0.21 -0.19
C -0.75 -0.47 -1.89
C -0.50 0.08 -0.23
C -0.41 0.93 -0.71
O 0.06 -0.79 0.22
H 0.57 0.80 0.18
H 0.05 0.01 0.41
H 0.74 -0.49 0.73
H 0.36 0.54 0.93
H -0.57 0.08 -0.29
H -0.43 -0.69 -0.05
H 0.40 -0.26 0.71
H 0.47 0.20 0.07
C -2.95 1.51 1.23
C 1.04 -0.83 -1.81
C -0.98 -0.32 0.33
O 0.64 -0.26 1.18
H 0.06 0.64 0.15
H 1.81 -0.56 -0.69
H 0.35 -0.64 -0.46
H -0.10 -0.48 0.04
H 0.79 -0.10 -0.36
H 0.00 0.30 0.26
H -0.07 0.37 0.54
H -0.57 0.41 -0.39
C -0.82 -0.86 -0.48
O -0.54 0.22 -0.21
N -0.28 1.47 0.33
N 1.13 -0.42 0.92
H 0.52 -0.59 0.73
H -0.50 -0.53 -0.85
H 0.30 0.71 -0.68
H -0.07 0.00 0.04
C -0.34 0.06 0.09
O 1.54 0.39 0.43
N -1.97 -0.04 1.35
N -1.42 0.02 -1.02
H 0.80 -0.06 -0.54
H 0.25 -0.04 -0.14
H 1.03 -0.24 0.40
H 0.36 0.07 -0.52
C 0.77 -0.03 1.40
O -0.41 0.34 -0.38
N -0.05 -0.15 -0.91
N -0.77 -0.82 -0.76
H 0.48 0.62 -0.10
H -0.16 -0.90 -0.03
H -0.15 0.85 0.36
H 0.18 -0.02 0.49
C -0.40 -0.96 1.02
O 0.12 -0.12 -0.68
N 0.40 -0.46 0.04
N -1.32 3.18 0.76
H 0.03 -0.20 0.14
H -0.05 0.36 0.62
H 0.19 -1.17 -1.47
H 1.04 -0.27 0.22
C 0.42 0.75 -0.50
O -0.28 -0.26 0.31
N 1.35 1.60 -0.75
N 1.38 -1.58 -1.16
H 0.23 -0.72 -0.21
H -1.13 -0.43 0.49
H -0.65 -0.13 0.49
H -1.40 0.82 1.60
C -1.47 0.46 -1.62
O 0.67 -0.35 1.62
N -0.57 -0.37 1.84
N 0.32 -1.39 1.77
H 0.04 0.31 -0.08
H 1.89 0.35 -1.87
H -0.69 0.19 -0.67
H -0.28 1.20 -0.87
C -0.31 -0.17 -0.50
O 0.12 -0.45 0.61
N -2.02 0.16 0.00
N 0.45 0.86 0.76
H 1.55 0.43 -0.22
H 0.42 -0.19 -0.57
H 0.02 -1.25 0.62
H -0.28 0.37 -0.75

These are the Löwdin partial charges, in e, on atoms 1 to 4: -0.73 0.18 0.14 0.13


2.
ORCA calculation (ωB97M-V/def2-TZVPD) on a cluster of 6 separate species, C46H60N3 in total.

Computed properties:
Strongest force on any atom: 1.59 eV/A
Gap between HOMO and LUMO: 7.08 eV
LUMO energy: -3.5210 eV
Net charge: +1

CARTESIAN COORDINATES (ANGSTROEM)
C 0.030484 -0.026541 5.142041
C 0.769735 1.345729 5.106466
C -0.149977 2.585970 4.967619
C -1.317112 2.441775 3.952484
C -1.272794 3.465760 2.766382
C -1.119375 2.793055 1.380333
C 0.126092 1.873580 1.285233
C 1.423807 2.691389 1.488330
C 2.612932 1.748627 1.665121
C 3.632150 2.128295 2.502039
C 4.738668 1.276893 2.720334
C 5.801989 1.740762 3.688884
C 7.041809 2.391418 3.004255
C 7.642276 3.556053 3.841723
N 7.409359 3.369964 5.283012
C 4.754072 0.051363 2.036603
C 3.711403 -0.282928 1.208854
N 3.715408 -1.530683 0.542624
N 2.659024 0.550229 1.048639
H 0.379704 -0.708566 5.924249
H 0.134313 -0.489653 4.144408
H -1.050239 0.138060 5.271627
H 1.576273 1.309741 4.352555
H 1.294492 1.444650 6.074423
H 0.502458 3.434453 4.687246
H -0.551501 2.849180 5.958559
H -2.248401 2.654486 4.501890
H -1.425943 1.437394 3.520236
H -0.441016 4.161009 2.975244
H -2.184368 4.081496 2.720592
H -2.025074 2.198717 1.187042
H -0.987041 3.593088 0.630716
H 0.127114 1.331749 0.320722
H 0.074123 1.088435 2.063876
H 1.364756 3.264393 2.424428
H 1.602704 3.415193 0.676168
H 3.564608 3.086746 3.013962
H 6.158303 0.883031 4.278691
H 5.318681 2.449203 4.378599
H 7.832976 1.621377 2.984812
H 6.867984 2.719080 1.970066
H 7.169733 4.509007 3.558967
H 8.732499 3.637748 3.684788
H 7.679576 2.447521 5.602205
H 7.859737 4.095806 5.825683
H 5.575425 -0.651410 2.169939
H 4.196475 -1.478830 -0.350495
H 2.761112 -1.864933 0.431021
H 1.883550 0.269922 0.453491
C -1.563419 5.910999 -3.223716
C -2.656488 5.229796 -3.740273
C -2.695469 3.841875 -3.696771
C -1.644679 3.136166 -3.127140
C -0.552725 3.819004 -2.606170
C -0.509637 5.205167 -2.657970
H -1.531506 6.992429 -3.262072
H -3.478898 5.780571 -4.179002
H -3.545381 3.310707 -4.106273
H -1.677075 2.053910 -3.088975
H 0.267705 3.267674 -2.159494
H 0.344522 5.737116 -2.257137
C -0.818525 -1.714813 -0.892960
C -2.035853 -1.980582 -1.503417
C -2.993879 -2.734122 -0.839311
C -2.738622 -3.214383 0.438754
C -1.522701 -2.946290 1.051769
C -0.560901 -2.200246 0.384934
H -0.068215 -1.128825 -1.413352
H -2.237955 -1.601362 -2.497328
H -3.941494 -2.947445 -1.317217
H -3.488870 -3.798274 0.956781
H -1.324746 -3.319782 2.048871
H 0.392685 -1.995111 0.862675
C 2.357593 7.283207 -7.184283
C 1.140116 7.007109 -7.791562
C 0.186923 6.248649 -7.124791
C 0.447157 5.773844 -5.846027
C 1.663674 6.053176 -5.237897
C 2.620597 6.804100 -5.907929
H 3.101919 7.871912 -7.705708
H 0.934120 7.382834 -8.786075
H -0.760151 6.028074 -7.601592
H -0.296744 5.187483 -5.325888
H 1.866626 5.684132 -4.239830
H 3.571461 7.017304 -5.435063
C -5.644566 -4.921855 -3.276597
C -6.741855 -5.597497 -3.793555
C -6.788191 -6.984376 -3.747518
C -5.741071 -7.695620 -3.175988
C -4.645695 -7.019728 -2.656205
C -4.595295 -5.633580 -2.710000
H -5.607627 -3.839363 -3.315816
H -7.561350 -5.042843 -4.233360
H -7.641013 -7.511405 -4.156412
H -5.779293 -8.777284 -3.135832
H -3.829519 -7.573704 -2.209089
H -3.737240 -5.108058 -2.308743
C -3.763206 -10.429103 0.298418
C -2.625012 -11.090981 0.739189
C -1.517904 -10.365685 1.158546
C -1.552171 -8.977592 1.145906
C -2.691626 -8.315672 0.708554
C -3.795654 -9.041187 0.280956
H -4.625413 -10.995048 -0.031710
H -2.600514 -12.173421 0.755206
H -0.628192 -10.882351 1.496187
H -0.690003 -8.411893 1.477486
H -2.719340 -7.232156 0.700059
H -4.682377 -8.524406 -0.064933

Cartesian forces, eV/Å:
C -0.28 0.62 -0.79
C 0.07 -0.43 1.05
C 0.40 -0.37 -0.35
C -0.56 1.02 -0.19
C 0.24 -0.31 0.13
C 0.62 0.06 0.29
C -0.28 0.37 0.23
C -0.05 -1.20 0.04
C -0.59 1.45 0.24
C 0.76 -0.64 0.00
C -0.30 0.51 -0.05
C -0.27 -0.10 -0.22
C 0.84 -0.15 0.63
C 0.01 0.11 0.48
N -0.61 -0.04 -0.36
C 0.43 0.60 0.42
C 0.39 -1.12 -0.40
N -0.66 0.76 0.23
N 0.24 0.26 0.25
H 0.05 0.19 -0.29
H -0.07 -0.19 0.50
H 0.34 -0.17 0.19
H -0.41 0.16 0.07
H -0.05 0.11 -0.42
H -0.36 -0.19 0.08
H 0.10 -0.23 -0.32
H 0.25 -0.33 -0.21
H 0.15 0.15 0.39
H -0.35 -0.09 -0.32
H 0.29 -0.23 0.14
H 0.27 0.28 -0.20
H -0.43 -0.40 0.03
H -0.04 0.36 0.17
H 0.03 0.32 -0.21
H -0.03 -0.15 -0.35
H -0.03 -0.34 0.13
H 0.01 -0.26 -0.13
H -0.26 0.26 -0.10
H 0.35 -0.20 -0.18
H -0.38 0.16 -0.35
H -0.09 -0.09 0.33
H 0.18 -0.24 0.03
H -0.44 -0.02 -0.60
H 0.30 0.24 0.09
H 0.05 -0.26 0.01
H -0.33 0.09 -0.08
H 0.00 -0.22 0.12
H 0.26 -0.21 -0.30
H 0.12 0.07 0.07
C -0.06 0.02 0.16
C -0.01 0.00 0.02
C 0.00 0.00 0.00
C 0.02 -0.03 0.00
C -0.01 0.01 0.02
C -0.06 0.00 0.15
H 0.02 -0.02 -0.03
H 0.02 -0.01 0.00
H 0.01 0.01 0.01
H 0.00 0.02 -0.01
H 0.01 0.00 -0.04
H -0.02 0.01 -0.01
C 0.10 0.02 0.15
C -0.01 0.03 -0.05
C 0.01 0.02 0.03
C -0.01 0.00 -0.03
C 0.06 -0.02 0.10
C -0.06 0.10 -0.17
H -0.03 -0.03 -0.05
H 0.01 -0.02 0.01
H 0.00 0.02 0.03
H 0.02 0.01 -0.01
H -0.01 -0.01 -0.02
H -0.03 -0.04 0.06
C 0.01 0.00 0.00
C -0.01 0.00 -0.01
C 0.03 0.02 0.01
C 0.05 -0.03 -0.12
C 0.02 0.02 -0.05
C -0.01 0.00 0.02
H -0.01 -0.01 0.01
H 0.01 -0.01 0.02
H 0.01 0.01 0.01
H 0.03 -0.03 -0.06
H 0.00 -0.01 -0.02
H -0.01 0.01 -0.01
C 0.02 -0.01 0.03
C -0.01 0.01 -0.01
C 0.01 0.00 0.02
C -0.02 0.02 0.00
C 0.06 -0.02 0.00
C -0.03 0.02 0.00
H -0.02 -0.01 -0.02
H 0.02 -0.01 0.00
H 0.01 0.01 0.01
H 0.01 0.02 -0.01
H 0.00 0.01 -0.03
H 0.01 -0.04 -0.02
C 0.02 0.00 0.00
C 0.01 -0.01 -0.01
C -0.01 0.01 0.01
C 0.00 0.00 -0.01
C 0.01 0.01 -0.01
C -0.03 0.00 0.02
H 0.01 0.01 0.01
H 0.00 0.02 -0.01
H -0.02 0.00 0.00
H -0.01 -0.01 -0.01
H 0.00 -0.02 -0.01
H 0.00 -0.01 0.03

These are the Löwdin partial charges, in e, on atoms 1 to 4: -0.10 -0.25 -0.20 -0.19